{"formula": "C9H21NOSi", "method": "ωB97M-V/def2-TZVPD", "energy_ev": -21084.1601, "lumo_ev": [0.73, 0.20], "multiplicity": 1, "homo_lumo_gap_ev": [7.80, 6.68], "relative_energy_kj_mol": 543.11, "homo_energy_ev": [-7.0777, -6.4780], "symbols": ["Si", "O", "N", "C", "C", "C", "C", "C", "C", "C", "C", "C", "H", "H", "H", "H", "H", "H", "H", "H", "H", "H", "H", "H", "H", "H", "H", "H", "H", "H", "H", "H", "H"], "coordinates": [[-1.517, -0.029, -0.397], [-0.987, 1.954, 1.573], [2.343, 1.011, 0.327], [1.960, -0.451, -1.523], [-3.406, -0.222, -0.143], [-1.109, 1.223, -1.791], [-0.963, -1.912, -0.574], [-1.046, 0.648, 1.251], [-0.837, -0.341, 2.402], [2.099, 1.801, 1.555], [2.919, -1.488, -1.059], [1.544, 0.358, -0.339], [-0.777, 0.632, -2.668], [-3.897, -0.629, -1.103], [-0.936, -2.395, -1.525], [3.338, -2.071, -1.913], [-0.427, -1.278, 2.024], [2.379, 1.144, 2.434], [1.028, 2.181, 1.428], [0.009, -0.005, 2.994], [-1.312, 2.509, 0.883], [2.624, 2.715, 1.391], [3.875, -1.182, -0.582], [-3.765, -0.792, 0.823], [0.116, -1.995, -0.375], [1.094, -0.858, -1.971], [-1.875, -0.554, 2.799], [2.538, -2.252, -0.297], [-1.397, -2.503, 0.116], [-0.279, 1.737, -1.457], [-3.785, 0.809, 0.047], [-1.925, 1.935, -2.120], [2.375, 0.301, -2.208]], "forces_ev_per_angstrom": [[-1.002, -1.210, 0.164], [-0.034, 0.252, 1.505], [0.184, 0.010, 0.427], [0.224, 1.343, 0.620], [-1.151, -0.258, 0.037], [-2.352, -1.509, -1.016], [2.946, 3.238, -1.577], [0.948, -2.031, -0.432], [-0.592, 0.612, -1.428], [-1.899, -0.617, -1.534], [2.131, -2.774, 0.370], [0.050, 0.574, 0.934], [-0.271, 0.405, 0.244], [0.381, 0.488, 1.615], [-0.898, -0.096, -1.028], [-0.695, 0.099, 0.342], [-0.387, -0.154, -0.400], [-0.506, 1.341, -0.828], [1.370, -1.089, 1.269], [-0.675, 0.369, 1.074], [-0.421, 0.509, -0.942], [1.197, 0.386, 0.710], [-0.858, 0.785, -0.175], [0.936, 0.667, -2.057], [-0.091, 0.301, 0.478], [-0.775, -0.679, -0.689], [1.447, 0.273, 0.618], [-0.080, 1.091, -1.184], [-1.927, -1.924, 2.283], [1.788, 1.421, 0.615], [-0.020, -0.482, -0.388], [0.802, -0.897, 0.470], [0.230, -0.442, -0.096]], "nbo_charge": [1.55, -0.69, -0.47, -0.52, -1.13, -1.11, -1.07, -0.09, -0.70, -0.46, -0.62, 0.30, 0.24, 0.23, 0.24, 0.21, 0.23, 0.22, 0.23, 0.23, 0.48, 0.21, 0.23, 0.24, 0.23, 0.22, 0.22, 0.21, 0.22, 0.23, 0.22, 0.24, 0.23]}


{"formula": "C60H46AsBrGeNPRe", "method": "ωB97M-V/def2-TZVPD", "energy_ev": -263244.3797, "lumo_ev": -8.82, "charge": 3, "multiplicity": 1, "homo_lumo_gap_ev": 6.78, "relative_energy_kj_mol": 0.00, "homo_energy_ev": -15.6065, "symbols": ["Re", "Br", "As", "Ge", "P", "N", "C", "C", "C", "C", "C", "C", "C", "C", "C", "C", "C", "C", "C", "C", "C", "C", "C", "C", "C", "C", "C", "C", "C", "C", "C", "C", "C", "C", "C", "C", "C", "C", "C", "C", "C", "C", "C", "C", "C", "C", "C", "C", "C", "C", "C", "C", "C", "C", "C", "C", "C", "C", "C", "C", "C", "C", "C", "C", "C", "C", "H", "H", "H", "H", "H", "H", "H", "H", "H", "H", "H", "H", "H", "H", "H", "H", "H", "H", "H", "H", "H", "H", "H", "H", "H", "H", "H", "H", "H", "H", "H", "H", "H", "H", "H", "H", "H", "H", "H", "H", "H", "H", "H", "H", "H", "H"], "coordinates": [[-2.809, -5.813, 23.695], [-3.159, -10.827, 27.061], [-0.677, -2.825, 24.214], [-4.724, -4.235, 23.148], [-0.965, -7.282, 23.028], [-2.746, -7.001, 25.553], [-2.399, -6.369, 26.665], [-0.643, -6.801, 20.081], [-2.616, -8.285, 28.079], [-6.961, -8.074, 24.155], [-5.123, -6.066, 24.007], [0.744, -3.452, 20.242], [0.189, -2.322, 19.706], [-0.721, -9.913, 23.735], [0.113, -2.603, 26.913], [-0.962, -1.716, 21.747], [-5.029, -2.764, 24.388], [3.142, -7.634, 25.102], [-5.101, -7.125, 23.063], [-7.159, -4.616, 19.753], [-6.048, -6.055, 25.062], [-5.289, -2.117, 26.699], [-2.373, -11.599, 23.174], [0.885, -6.817, 25.033], [1.840, -3.334, 25.406], [-2.369, -6.891, 27.895], [-1.268, -11.229, 23.897], [2.928, -8.181, 23.831], [-2.228, -0.383, 25.072], [-3.003, -8.297, 25.671], [-3.099, 0.607, 24.616], [-1.471, -8.992, 23.026], [-6.882, -3.414, 19.117], [-2.504, 0.190, 22.303], [-1.821, -4.448, 24.127], [-5.619, -3.964, 21.507], [-6.231, -0.687, 25.027], [1.767, -8.072, 23.131], [-4.685, -2.952, 25.730], [2.662, -3.532, 26.504], [-2.668, -4.911, 20.438], [-6.502, -4.891, 20.925], [-1.156, -6.114, 18.975], [-5.988, -8.165, 23.159], [0.536, -2.929, 25.630], [-2.600, -9.398, 22.329], [-0.219, -2.760, 22.358], [-1.603, -1.187, 24.066], [-3.248, 0.898, 23.243], [-0.695, -1.508, 20.407], [0.973, -2.697, 27.957], [-2.247, -5.656, 21.578], [2.099, -6.954, 25.681], [-6.119, -0.972, 26.394], [-5.409, -2.737, 20.883], [2.294, -3.114, 27.790], [-2.938, -8.939, 26.908], [-6.004, -2.486, 19.651], [-1.200, -6.573, 21.340], [-2.127, -5.132, 19.169], [0.728, -7.312, 23.701], [-1.699, -0.870, 22.706], [-6.995, -7.075, 25.081], [-3.072, -10.687, 22.340], [0.594, -3.634, 21.631], [-5.727, -1.557, 24.069], [-6.719, -5.759, 21.544], [0.348, -2.147, 18.661], [1.718, -8.517, 22.150], [-7.718, -7.066, 25.887], [-0.714, -11.952, 24.520], [-2.027, -6.287, 28.729], [2.174, -3.538, 24.389], [0.105, -9.649, 24.434], [1.073, -4.435, 22.239], [3.029, -3.262, 28.601], [4.135, -7.695, 25.502], [-7.816, -8.839, 24.218], [-2.199, -5.342, 26.548], [-5.134, -2.278, 27.776], [-2.471, -4.603, 18.265], [-7.111, -3.224, 18.077], [-2.595, 0.322, 21.285], [-3.334, -4.119, 20.589], [-4.756, -2.000, 21.321], [2.322, -6.546, 26.638], [-3.278, -8.825, 24.813], [-2.710, -12.635, 23.282], [-6.719, 0.155, 24.673], [-6.436, -0.294, 27.154], [-4.302, -7.028, 22.226], [3.677, -3.882, 26.250], [-3.901, 1.720, 22.948], [-6.084, -8.943, 22.363], [-3.847, -11.006, 21.716], [-3.574, 1.120, 25.497], [-2.068, -0.540, 26.164], [1.342, -4.119, 19.642], [-1.083, -0.640, 19.937], [-7.900, -5.290, 19.312], [0.017, -6.301, 25.519], [-6.047, -5.321, 25.785], [-0.907, -2.371, 27.217], [-5.679, -1.557, 19.087], [-6.051, -1.431, 23.032], [-3.964, -3.717, 25.962], [-2.746, -8.774, 29.068], [0.103, -7.642, 19.995], [3.737, -8.688, 23.304], [-0.610, -6.200, 18.081], [-2.993, -8.551, 21.745], [0.625, -2.324, 28.916]], "forces_ev_per_angstrom": [[1.039, 0.807, -0.016], [-0.194, 0.480, -0.400], [-0.508, -0.341, -1.085], [0.161, 0.503, 0.095], [0.706, 0.531, -1.890], [-0.382, -0.560, -0.617], [-0.078, 1.364, -0.306], [0.134, -1.380, 0.189], [-0.835, 1.599, -0.132], [-1.963, -2.250, -0.282], [0.552, 0.171, 0.172], [0.354, -0.143, 1.656], [-0.884, -0.192, -0.597], [-0.765, -1.514, 2.243], [-1.252, -0.363, -0.166], [1.504, -0.809, 0.827], [-0.049, 1.216, 0.126], [-0.407, -0.263, -1.790], [1.525, 1.041, -0.644], [-0.565, 0.063, -0.479], [0.243, -1.848, -1.932], [-0.372, 0.954, 0.688], [-0.948, -0.536, -0.287], [-1.074, 0.282, -1.110], [-0.402, -0.422, -0.133], [0.572, -2.274, 2.291], [1.620, 1.090, -0.305], [1.693, -0.473, -0.082], [0.226, -1.027, -1.057], [0.074, -0.026, 1.321], [0.430, 0.204, 1.540], [1.116, -0.588, 0.429], [1.090, 0.332, -1.103], [-0.209, -0.514, 2.227], [-0.523, 0.249, 0.498], [-0.610, 0.071, -0.586], [0.777, -1.494, 1.005], [-1.096, 0.991, -0.044], [-1.166, 1.271, 0.308], [1.369, 0.618, -0.364], [1.103, -0.929, 0.489], [0.144, -0.058, 1.490], [0.695, 0.222, 2.070], [-0.701, -0.624, -1.137], [0.114, -0.067, 0.100], [-0.316, 1.463, -0.876], [0.241, -0.285, -0.723], [-0.894, 0.746, 0.975], [0.200, 0.136, 0.689], [0.188, 0.161, 0.482], [1.302, 0.674, 1.570], [0.133, 0.082, -0.946], [0.379, -0.107, 0.330], [2.474, -2.080, -1.724], [-0.141, -0.134, -0.263], [0.271, -1.177, -0.680], [0.240, -1.310, 0.345], [0.882, 1.154, -0.083], [-0.297, -0.113, 0.938], [-0.250, -0.290, -0.212], [-0.555, 0.162, 1.579], [-0.643, 0.097, 0.001], [0.375, 1.032, 1.119], [2.011, -0.048, 1.389], [-0.169, -0.481, 1.025], [-0.372, -1.914, -0.633], [-0.120, -0.198, -0.566], [0.075, 0.341, -0.352], [-0.272, -0.004, -0.107], [-0.191, -0.123, -0.178], [-0.509, 0.419, -0.377], [-0.306, 0.026, -0.077], [0.114, -0.068, 0.298], [-0.511, -0.077, -1.056], [-0.174, 0.429, -1.021], [-0.720, 0.405, -0.338], [0.117, -0.054, 0.524], [1.600, 1.049, -0.273], [0.333, 1.080, -0.093], [0.203, -0.185, -0.600], [0.072, 0.026, 0.798], [-0.891, -0.175, 0.107], [-0.289, 0.806, -1.988], [-1.036, 0.861, -0.139], [0.270, 0.185, 0.053], [-0.470, 0.444, 0.744], [-0.404, -0.812, -1.162], [-0.057, 0.410, -0.240], [-1.005, 1.584, -0.429], [-0.461, 0.085, 0.430], [-1.525, -0.397, 0.943], [-0.513, 0.157, 0.612], [0.114, -0.314, -0.030], [0.376, 0.636, 0.961], [-1.188, -0.387, -0.673], [0.082, 0.026, -1.646], [-0.234, 0.007, -1.114], [0.128, -0.055, 0.043], [-0.420, 0.565, -0.543], [0.447, 0.099, 0.257], [1.012, -0.428, -0.439], [-0.007, 1.599, 1.387], [0.019, 0.202, -0.686], [-0.796, -1.280, 0.697], [0.274, 0.277, 0.330], [-0.085, -0.364, 0.580], [0.591, 0.434, -0.857], [-0.641, 1.249, -0.193], [-0.019, 0.013, 0.409], [0.063, -0.316, -1.366], [-0.492, -0.977, -0.195], [0.129, -0.333, 0.041]], "lowdin_charge": [1.06, 0.84, 1.41, 1.07, 1.05, -0.07, -0.19, -0.06, -0.04, -0.03, -0.40, -0.05, -0.04, -0.06, -0.11, -0.17, -0.29, -0.02, -0.19, -0.04, -0.04, -0.04, -0.05, -0.09, -0.09, -0.01, -0.07, -0.06, -0.05, -0.14, -0.06, -0.40, -0.05, 0.01, -0.35, -0.33, -0.07, -0.09, -0.15, -0.06, -0.08, -0.08, -0.05, -0.05, -0.36, -0.12, -0.26, -0.25, -0.01, 0.01, -0.07, -0.30, -0.08, -0.01, -0.15, -0.01, -0.61, -0.06, -0.38, -0.04, -0.34, -0.19, -0.03, -0.02, -0.06, -0.08, 0.09, 0.12, 0.12, 0.13, 0.13, 0.13, 0.11, 0.13, 0.11, 0.14, 0.12, 0.16, 0.07, 0.11, 0.13, 0.12, 0.10, 0.04, 0.09, 0.10, 0.08, 0.13, 0.10, 0.11, 0.11, 0.13, 0.13, 0.15, 0.10, 0.14, 0.12, 0.12, 0.12, 0.13, 0.09, 0.08, 0.11, 0.14, 0.10, 0.06, 0.14, 0.14, 0.13, 0.10, 0.09, 0.13]}


{"formula": "C2H7NOSi2", "method": "ωB97M-V/def2-TZVPD", "energy_ev": -21479.6618, "lumo_ev": 0.34, "multiplicity": 1, "homo_lumo_gap_ev": 9.82, "smiles": "O=C1C[SiH2][SiH2]N1", "relative_energy_kj_mol": 0.00, "homo_energy_ev": -9.4829, "symbols": ["Si", "Si", "O", "N", "C", "C", "H", "H", "H", "H", "H", "H", "H"], "coordinates": [[-0.791, 0.921, -0.302], [-0.499, -1.491, 0.191], [2.910, 0.258, -0.232], [1.185, -1.230, -0.247], [1.780, 0.000, -0.073], [0.832, 1.021, 0.668], [-1.058, -2.709, -0.391], [-0.419, -1.682, 1.577], [-1.890, 1.505, 0.574], [1.407, 2.041, 0.649], [0.796, 0.580, 1.596], [-0.996, 1.720, -1.540], [1.718, -2.017, -0.532]], "forces_ev_per_angstrom": [[-1.479, -0.416, 2.104], [0.112, 1.899, -1.778], [3.343, 0.373, -1.142], [-0.841, -0.097, -0.331], [-2.682, 0.008, 1.911], [1.893, 2.066, -4.164], [-0.057, -0.110, -0.391], [-0.490, -0.150, 1.800], [0.363, -0.305, -0.322], [-1.209, -1.973, 0.270], [-0.573, -0.490, 2.498], [0.551, -0.561, -0.148], [1.067, -0.243, -0.307]], "nbo_charge": [0.66, 0.89, -0.58, -1.04, 0.70, -0.94, -0.15, -0.19, -0.16, 0.27, 0.25, -0.11, 0.41]}